# 1
{"formula": "C22H44MgNO19", "method": "ωB97M-V/def2-TZVPD", "species": ["H", "C", "H", "H", "H", "O", "H", "H", "O", "H", "O", "C", "C", "O", "O", "C", "H", "H", "O", "H", "H", "H", "O", "H", "C", "C", "N", "H", "C", "C", "O", "H", "H", "O", "C", "H", "C", "H", "H", "H", "C", "O", "O", "C", "O", "H", "O", "C", "H", "H", "Mg", "C", "O", "H", "C", "H", "H", "H", "H", "H", "H", "O", "H", "H", "H", "C", "C", "C", "C", "H", "C", "H", "H", "O", "H", "H", "H", "H", "C", "H", "H", "O", "O", "H", "C", "H", "O"], "xyz": [[2.6042, -2.0124, 3.0409], [0.4424, -1.3287, -5.2614], [-4.6141, 4.5281, 0.3938], [0.7835, 5.8253, 1.0384], [0.1135, 7.3408, 0.6532], [-2.3141, 1.5520, 0.3861], [-3.2479, -0.7628, -0.6643], [1.0041, -1.1505, -6.1875], [0.9745, -0.8446, 3.6072], [-0.5282, 3.2617, -3.8335], [-4.3545, 2.4990, 0.6045], [-0.0709, 6.2752, 0.5223], [-0.5946, -0.3118, -5.1805], [-0.2012, 5.8995, -0.8400], [-4.2125, 0.3974, 0.7554], [-1.0848, 3.2643, -2.8994], [-0.8007, 2.4177, -2.2781], [-3.2614, 4.0530, 1.4017], [2.1423, -4.0622, 0.1981], [1.0539, -5.7911, 0.0451], [2.4458, -0.4216, 2.2011], [-3.8042, -7.6717, -0.1880], [0.3220, 0.9971, -0.6354], [-1.2315, -2.8578, -0.3244], [2.7138, 2.3415, 3.9352], [3.0551, 3.4003, -0.4945], [-1.3802, 0.5217, -5.0579], [3.3969, 2.1163, 4.7459], [3.2807, -3.5648, -0.2218], [-3.8149, 3.7993, 0.4930], [-0.8006, 0.0477, 4.3717], [2.9955, 4.4906, -0.3313], [4.2334, -0.4700, -0.3030], [-2.8419, -3.8812, -1.0689], [-2.0791, 0.6339, 4.2979], [4.4950, -1.5512, -1.6241], [-4.2399, -6.7869, 0.2655], [2.3262, -5.7577, 1.3224], [3.7763, 3.3121, -1.3039], [-1.6871, -2.3336, -1.9263], [-3.5261, 1.4911, 0.5249], [3.3909, 2.1988, 2.7038], [4.2299, -4.1816, -0.5957], [2.7264, 2.4737, 1.6145], [-4.0152, -5.5964, -0.5218], [1.4543, -1.7527, 1.7808], [3.2110, -2.2511, -0.1892], [-3.5697, -0.8150, 0.3724], [0.0397, -2.3119, -5.5046], [-2.5833, 0.4509, 3.3555], [-0.3790, 2.0997, 0.8289], [4.3736, -1.5166, -0.5329], [-0.4008, 0.2200, 2.1544], [0.4656, -0.9196, -1.3831], [1.9805, 0.3799, -2.3348], [-3.1913, 3.9137, -0.3859], [2.4679, 3.3999, 4.0729], [5.2328, -2.0551, -0.1397], [-0.8994, -3.8784, -1.8320], [2.7719, -5.9591, -0.3678], [-3.9272, -6.6234, 1.3006], [1.5342, 2.5085, 1.5265], [-4.1968, -1.6852, 0.5280], [1.7652, -0.4351, -0.4385], [2.4608, -0.5079, -2.7460], [1.9315, -1.2661, 2.6405], [-0.5708, 4.6819, -1.0666], [1.0532, -0.0022, -1.1886], [-0.0781, -0.1386, 3.2747], [1.1282, -1.2947, -4.4294], [-2.8041, -5.0689, -0.4823], [1.3586, 0.8532, -3.1116], [-2.6790, -0.9817, 0.9820], [-0.5511, 3.7600, -0.2589], [-2.6477, 0.2285, 5.1239], [-5.3271, -6.8710, 0.3255], [1.8104, 1.7472, 3.9997], [-1.0196, 6.0538, 1.0200], [2.0548, -5.4874, 0.3046], [-2.1331, 3.2138, -3.1958], [2.7077, 1.1386, -2.0660], [-0.8745, 4.5864, -2.3322], [3.5763, 2.7488, 0.6707], [2.0680, 3.1035, -0.8448], [-1.5765, -3.2163, -1.2967], [-1.9638, 1.7069, 4.4454], [-1.8741, -5.5564, 0.0392]], "forces_ev_per_angstrom": [[0.01, 0.29, 0.67], [0.12, -0.11, -1.68], [-0.35, -0.38, 0.10], [-0.27, -0.54, -0.31], [-0.23, 0.06, -0.85], [-0.24, 0.35, 0.07], [-0.13, 0.01, -0.08], [0.19, 0.37, 0.27], [0.15, -0.04, 0.67], [0.18, -0.05, 0.12], [-0.46, 0.37, -0.31], [-0.08, 0.33, 1.31], [-0.33, 0.37, 0.51], [0.41, 1.45, 0.62], [-0.26, -0.24, -0.48], [-0.54, -0.03, -1.01], [0.17, 0.25, 0.38], [0.12, -0.08, -0.12], [-1.13, 0.04, 0.30], [-0.35, 0.11, 0.13], [0.35, 0.26, 0.26], [0.18, 0.09, 0.05], [-0.73, 1.43, 0.09], [0.55, -0.34, -0.19], [-0.41, 0.85, 0.77], [-0.02, 1.45, -0.92], [0.33, -0.35, -0.07], [0.17, -0.44, -0.22], [0.42, -0.08, -0.35], [0.35, 0.96, 0.15], [0.84, -0.52, 0.04], [0.08, -0.35, 0.44], [0.00, -0.02, 0.70], [-0.13, 1.11, -1.14], [-0.27, 0.72, -0.05], [-0.01, -0.04, 0.11], [-0.62, 0.65, 0.39], [-0.21, -0.14, 0.06], [0.08, -0.50, 0.21], [-0.73, -0.16, -0.02], [-0.10, -0.25, 1.09], [0.77, -0.49, 0.34], [0.97, -0.66, -0.27], [1.39, 0.22, 0.25], [-0.81, -0.23, -0.09], [-0.25, 0.10, 0.26], [-0.99, 1.20, 0.67], [1.25, -0.83, 0.10], [-0.25, -0.07, 0.75], [0.03, -0.20, -0.16], [0.94, -2.17, -1.87], [0.45, -0.95, -1.55], [0.22, 0.80, -0.01], [-0.23, 0.24, -0.72], [-1.41, 0.34, -0.79], [0.23, -0.26, -0.06], [-0.22, -0.11, -0.12], [0.21, 0.62, 0.38], [0.23, -0.12, 0.47], [-0.09, 0.09, 0.00], [0.45, -0.16, -0.28], [-2.44, 0.41, 0.25], [-0.59, 0.40, -0.03], [-0.26, 0.24, 0.03], [0.20, 0.07, -0.02], [-0.49, -0.27, -1.92], [0.40, -1.03, -1.18], [1.48, -1.05, 1.84], [-0.44, -0.60, 0.15], [-0.08, -0.16, 0.30], [-1.62, 0.65, -0.41], [0.22, -0.18, -0.16], [0.07, 0.21, -0.01], [-0.31, 0.52, 0.50], [-0.09, -0.09, 0.05], [0.15, -0.14, -0.36], [-0.02, -0.21, -0.03], [0.31, -0.10, 0.20], [0.77, -0.26, -0.10], [0.00, -0.09, 0.25], [0.27, -0.11, 0.30], [0.00, -0.67, 0.37], [0.04, 0.11, -1.05], [0.10, -0.74, 0.39], [-0.20, -0.12, 0.46], [-0.16, 0.13, -0.02], [2.67, -1.17, 1.16]], "total_charge": 1, "lumo_energy_ev": -2.685, "energy_ev": -69361.4163, "fmax_ev_per_a": 3.13}



# 2
{"formula": "C22H45AlCl2F8N4O8P", "method": "ωB97M-V/def2-TZVPD", "species": ["H", "C", "H", "F", "C", "H", "C", "C", "H", "C", "H", "F", "C", "H", "H", "H", "C", "C", "C", "H", "C", "C", "H", "C", "H", "H", "O", "Cl", "H", "H", "H", "P", "H", "H", "H", "O", "H", "H", "H", "O", "Al", "H", "C", "C", "H", "Cl", "N", "H", "C", "F", "O", "H", "H", "H", "C", "H", "F", "N", "O", "H", "H", "H", "C", "H", "C", "H", "C", "N", "O", "F", "H", "H", "F", "H", "H", "H", "H", "F", "H", "H", "C", "C", "F", "H", "O", "C", "N", "H", "H", "H", "O"], "xyz": [[1.1584, -3.5978, -0.4801], [3.6915, 9.1626, -4.9881], [-1.4762, -7.1944, 0.6489], [4.6445, 2.1559, -1.6811], [0.0521, -3.6011, 1.2624], [-0.2342, 7.2981, -6.0460], [2.0443, 0.6360, -0.6570], [-3.7475, -6.5011, 5.0441], [2.3409, 0.8333, -3.3229], [-3.8929, -7.9826, 5.3542], [-4.8547, -8.3875, 5.0421], [1.2496, -0.3683, -0.2295], [-3.2684, -6.8960, 7.3273], [-4.4906, -1.2028, 6.0814], [-2.0261, 2.8588, -1.8660], [1.0032, 1.9130, -3.4704], [-2.8037, -6.0440, 6.1518], [2.7569, 2.9488, -2.9187], [0.4291, -3.0809, 2.6436], [2.7295, 9.6094, -4.7255], [2.5309, -3.3489, 1.0019], [1.6052, 6.7712, -4.0959], [0.2629, -6.7473, 0.9708], [-0.6865, -6.4244, 0.5107], [3.9724, 9.4965, -5.9847], [-4.0908, -6.4112, 7.8665], [0.7616, 7.8901, -4.3348], [-3.4569, -7.1087, 0.9253], [4.6334, 2.1627, -3.6771], [1.3905, 1.7717, 0.9816], [-0.4273, -3.1119, 3.3121], [-1.2861, -4.9223, 1.3347], [-3.5492, -2.6500, 6.4860], [1.5568, 6.0635, -4.9281], [-0.5258, -6.2004, -0.5463], [-1.4352, -5.3304, 2.9031], [0.6916, -2.0163, 2.5307], [3.3557, -3.8029, 0.4533], [1.3553, 8.0522, -6.3353], [-3.7552, -8.1164, 6.7752], [-0.0395, 2.8939, -0.0244], [-3.3739, -6.3136, 4.0405], [1.8743, 1.6952, -2.8570], [-4.2025, -2.1962, 5.7437], [-5.0953, -2.8087, 5.6335], [-0.0280, -0.3982, -2.7803], [1.2820, -3.9746, 0.4605], [3.0840, 7.9050, -3.0118], [2.7613, -3.7295, 2.4610], [4.8764, 3.9639, -2.8726], [-1.6814, 1.2495, -3.8494], [-3.7059, 2.2885, -1.6339], [3.2343, -4.7134, 2.4764], [-0.0171, 9.0458, -5.8236], [-2.4877, 6.3090, -4.2663], [1.4658, -4.9780, 0.4123], [3.1329, 0.8576, 1.4400], [-2.9664, -2.0288, 3.4646], [3.6227, 7.7459, -5.0097], [-3.1940, 7.0957, -3.9210], [-2.4691, -7.1117, 8.0379], [1.6687, -3.5471, 4.1942], [2.3711, 1.5012, 0.5466], [-2.8500, -4.9744, 6.3584], [0.4610, 8.0746, -5.7102], [-4.7137, -5.9998, 5.1477], [4.2738, 2.7571, -2.8334], [-2.7352, 1.5979, -3.3638], [-2.7095, 5.0967, -3.8277], [3.0012, 2.6364, 0.2234], [2.5698, -2.2863, 0.7905], [3.4792, -3.0311, 2.8963], [3.1163, 0.0688, -1.2095], [-2.3452, 1.1530, -1.3626], [1.2258, 6.2677, -3.1999], [-3.0994, -8.5672, 4.8777], [-0.6185, -5.7225, 3.2494], [2.5156, 3.5251, -4.1185], [3.6204, 6.3145, -3.5743], [-2.4839, 6.4476, -5.3698], [3.0345, 7.1974, -3.8452], [-2.7044, 2.0073, -1.9393], [2.3296, 3.8385, -1.9666], [-1.7722, -6.2959, 5.8894], [-3.8075, 1.6337, -3.9238], [-3.5094, -2.1028, 4.4665], [1.5187, -3.8354, 3.2395], [-1.4866, 6.7658, -3.9807], [-0.3949, -2.7483, 0.7556], [4.4548, 9.4957, -4.2778], [1.3076, 1.3582, -1.5723]], "forces_ev_per_angstrom": [[-0.09, -0.39, -0.21], [0.06, 0.00, -0.03], [0.67, 0.57, -0.19], [-0.15, -0.06, -0.01], [-0.18, -0.29, 0.47], [0.06, 0.00, -0.14], [-0.06, -0.81, -1.52], [-0.12, 0.12, -0.01], [0.08, -0.09, 0.20], [0.14, -0.07, 0.02], [-0.01, -0.04, 0.06], [0.08, 0.08, 0.85], [-0.15, 0.02, 0.04], [-0.01, 0.00, 0.00], [-0.08, 0.03, -0.14], [-0.10, -0.03, 0.05], [0.06, -0.10, -0.06], [-0.39, -0.06, 0.42], [0.51, 0.71, 0.36], [0.01, 0.00, 0.03], [0.97, -0.43, 0.11], [-0.10, 0.13, 0.26], [0.04, -0.18, -0.20], [1.66, 0.40, 0.41], [0.04, -0.06, -0.01], [0.07, 0.08, 0.03], [-0.13, -0.12, -0.09], [-0.98, 0.27, 0.22], [-0.11, -0.04, -0.01], [0.37, -0.37, 0.68], [-0.21, -0.06, -0.19], [-2.40, -0.77, -0.26], [-0.01, 0.00, 0.01], [0.03, 0.02, -0.04], [-0.11, -0.20, -0.10], [0.96, 0.21, -0.19], [-0.04, 0.03, 0.05], [0.00, 0.18, -0.23], [0.05, -0.05, 0.06], [0.05, 0.09, -0.07], [-0.44, 0.32, -1.00], [-0.03, -0.04, -0.02], [-0.32, 0.13, -0.51], [-0.06, -0.01, 0.02], [0.00, -0.01, 0.00], [-0.71, -2.00, -0.32], [0.52, 0.95, 0.25], [-0.06, 0.02, 0.00], [-0.17, -0.46, 0.35], [-0.16, 0.03, 0.01], [-0.31, 0.76, -0.46], [0.00, 0.06, -0.05], [0.13, 0.02, 0.02], [-0.02, 0.00, 0.10], [-0.99, 1.22, -1.02], [-0.54, -0.11, -0.05], [-0.35, -0.24, 0.02], [0.53, 0.08, -0.64], [-0.14, 0.11, 0.03], [0.13, -0.20, 0.70], [-0.03, -0.07, 0.01], [-0.03, -0.07, 0.08], [0.73, -0.07, 0.51], [0.00, 0.00, 0.02], [-0.12, 0.04, -0.08], [-0.01, -0.02, 0.00], [0.46, 0.23, -0.23], [-0.11, 0.07, -0.15], [0.48, -0.21, 0.32], [-0.24, 0.13, -0.04], [-0.52, 0.09, 0.08], [-0.01, 0.13, -0.09], [0.14, 0.12, 0.23], [0.09, -0.03, -0.15], [0.03, -0.04, 0.01], [-0.03, 0.02, -0.08], [-0.10, -0.07, 0.25], [0.12, -0.09, -0.07], [-0.01, -0.04, 0.07], [0.48, -0.59, -0.06], [0.22, -0.18, -0.21], [-0.12, -0.04, 0.36], [0.03, 0.07, 0.01], [0.01, 0.01, 0.02], [-0.03, -0.13, -0.01], [-0.32, -0.08, 0.56], [-0.15, -0.17, -0.69], [0.12, -0.30, 0.19], [-0.04, -0.15, -0.36], [-0.04, 0.06, 0.02], [1.51, 2.06, 1.44]], "total_charge": 1, "lumo_energy_ev": -8.061, "energy_ev": -108532.7757, "fmax_ev_per_a": 2.93}